Here is a cluster of 2 separate species, CH6NS in total from OMol25. Energies are from wB97M-V/def2-TZVPD.

Maximum force, hartree/bohr: 0.0148
Spin multiplicity: 1
Net charge: -1

Last column: natural (NBO) charge in e.
Cartesian coordinates (Å):
S  1.0688  -0.0517  3.3918  -1.069
H  -0.1608  -0.5710  3.2235  0.077
C  0.0469  0.5097  -1.2688  -0.404
N  -0.2682  -0.7460  -0.6314  -0.857
H  -0.0311  1.4045  -0.6465  0.176
H  -0.5737  0.6465  -2.1569  0.166
H  1.0487  0.4779  -1.6984  0.177
H  0.1323  -0.7744  0.3072  0.393
H  -1.2628  -0.8955  -0.5205  0.341

Atoms 1-3, force components in eV/Å:
S -0.078 -0.028 -0.179
H 0.006 0.006 0.039
C 0.016 0.241 -0.721


Here is an isolated molecule of C6H13NO at a distorted geometry from OMol25. Energies are from wB97M-V/def2-TZVPD.

Structure (SMILES): CC/N=C(/C)[C@@H](C)O
Maximum force, hartree/bohr: 0.0801
Spin multiplicity: 1

Last column: natural (NBO) charge in e.
Cartesian coordinates (Å):
C  0.4878  -1.5649  -2.2609  -0.611
C  1.2430  -0.6315  -1.3257  -0.239
N  1.0754  -0.9862  0.0355  -0.453
C  0.3677  -0.3440  0.8293  0.343
C  0.2920  -0.6113  2.2906  -0.691
C  -0.4133  1.1969  0.0799  0.026
C  -1.8695  1.1021  0.5236  -0.638
O  0.1766  2.2834  0.7873  -0.738
H  0.8025  -2.5936  -2.1175  0.215
H  -0.5856  -1.5099  -2.0699  0.203
H  0.6715  -1.2792  -3.2987  0.210
H  2.3123  -0.6090  -1.5545  0.200
H  0.7363  0.4537  -1.3142  0.172
H  -0.6977  -1.0009  2.5308  0.229
H  1.0365  -1.3488  2.5923  0.243
H  0.4258  0.3194  2.8426  0.238
H  -0.4692  1.5115  -0.9744  0.188
H  -2.3312  0.2148  0.0890  0.212
H  -1.9283  1.0573  1.6099  0.211
H  -2.4284  1.9787  0.1883  0.210
H  1.0956  2.3617  0.5167  0.470

Atoms 1-3, force components in eV/Å:
C 0.077 0.265 -0.041
C -1.510 2.472 -0.042
N 0.810 -1.834 1.136


Here is a structure of composition C8H22O2Si2 at a distorted geometry from OMol25. Energies are from wB97M-V/def2-TZVPD.

Maximum force, hartree/bohr: 0.0730
Spin multiplicity: 1

Last column: natural (NBO) charge in e.
Cartesian coordinates (Å):
C  2.3710  2.2125  0.6732  -0.609
C  1.7646  -2.2408  -1.3395  -0.593
C  -1.3993  1.0282  -1.9538  -1.155
C  -3.4532  -1.0018  -1.1876  -1.120
C  -2.6168  1.0023  0.8975  -1.126
C  1.1191  1.4718  1.0810  -0.916
C  2.2017  -0.8844  -0.8731  -0.958
C  1.9705  -1.6601  2.1515  -0.535
O  1.3101  -2.9294  2.0171  -0.718
O  -0.7658  -1.0527  0.0220  -1.262
Si  -1.9038  -0.0521  -0.5336  1.892
Si  1.3826  -0.3939  0.7451  1.877
H  2.1363  3.2365  0.4415  0.222
H  3.0840  2.1558  1.4442  0.207
H  2.8176  1.7957  -0.1892  0.204
H  1.9633  -2.8528  -0.5236  0.207
H  0.7343  -2.2617  -1.6301  0.233
H  2.3891  -2.5998  -2.1267  0.199
H  -2.3530  1.2205  -2.5211  0.241
H  -1.0777  1.9876  -1.6730  0.226
H  -0.6329  0.7723  -2.5859  0.234
H  -3.5461  -1.0163  -2.2456  0.222
H  -3.5459  -2.0712  -0.9571  0.236
H  -4.3666  -0.5743  -0.7845  0.225
H  -3.3160  1.7570  0.5116  0.229
H  -3.1824  0.5109  1.6351  0.233
H  -1.6894  1.4069  1.4577  0.210
H  0.2037  1.7560  0.5629  0.261
H  1.1296  1.6140  2.2301  0.247
H  1.8030  -0.2058  -1.6044  0.231
H  3.2678  -0.9233  -1.0764  0.255
H  1.9236  -1.2251  3.1758  0.188
H  3.0124  -2.0923  2.0442  0.229
H  0.3201  -2.7343  1.9771  0.482

Atoms 1-3, force components in eV/Å:
C -0.826 0.340 -0.761
C -0.296 0.048 -0.204
C -2.718 0.702 0.518


The records above yield Kohn-Sham gap values of 6.510 9.280 9.281 eV, respectively.